12
Properties=species:S:1:pos:R:3:nbo_charge:R:1 method="wB97M-V/def2-TZVPD" largest_force_ha_per_bohr=0.0805 charge=+1 de_lowest_kcal_mol=118.1 energy_ha=-641.82758 gap_ev="8.2 / 8.2" homo_energy_ev="-13.83 / -13.83"
C -0.73 -0.03 0.12 -0.33
C -0.81 0.69 -1.16 -0.60
N 1.61 0.92 -0.46 -0.62
N 0.42 -0.78 0.22 0.05
N 0.92 -1.22 1.33 -0.40
S 0.80 1.62 -1.42 1.05
H -0.78 0.64 0.98 0.21
H -1.64 -0.57 0.05 0.31
H -0.80 -0.22 -1.84 0.27
H -1.57 1.45 -1.34 0.27
H 0.84 -0.80 2.25 0.39
H 1.75 -1.70 1.27 0.41